{
  "formula": "C42H43MnN4OSb2",
  "method": "ωB97M-V with the def2-TZVPD basis set",
  "elements": ["Mn", "C", "C", "C", "C", "C", "C", "N", "N", "C", "C", "C", "C", "C", "N", "H", "H", "H", "H", "H", "H", "H", "H", "H", "C", "C", "C", "Sb", "C", "C", "C", "C", "C", "C", "C", "C", "C", "C", "C", "C", "Sb", "C", "C", "C", "C", "C", "C", "C", "C", "C", "C", "C", "C", "H", "H", "H", "H", "H", "H", "H", "H", "H", "H", "H", "H", "H", "H", "H", "H", "H", "H", "H", "H", "H", "H", "H", "H", "H", "H", "C", "C", "C", "O", "H", "H", "H", "H", "H", "H", "H", "N", "C", "H"],
  "positions_angstrom": [[-0.7276, -0.8869, -2.1798], [-6.2099, 0.0938, -4.0422], [-5.8419, -0.1654, -2.7273], [-4.5432, -0.5315, -2.4236], [-3.5960, -0.6369, -3.4429], [-3.9638, -0.3904, -4.7661], [-5.2675, -0.0234, -5.0556], [-2.3001, -1.0116, -3.1032], [-1.2864, -1.1834, -4.0067], [-0.9376, -2.5661, -4.1403], [-0.8587, -3.1987, -5.3637], [-0.4811, -4.5340, -5.3681], [-0.1955, -5.1714, -4.1691], [-0.3003, -4.4494, -2.9915], [-0.6731, -3.1703, -2.9754], [-7.2293, 0.3673, -4.2747], [-6.5770, -0.0928, -1.9371], [-4.2578, -0.7707, -1.4065], [-3.2207, -0.4801, -5.5468], [-5.5493, 0.1752, -6.0807], [-1.0887, -2.6614, -6.2723], [-0.4146, -5.0759, -6.3014], [0.1089, -6.2074, -4.1456], [-0.0901, -4.9080, -2.0333], [-0.6614, -0.9709, 1.1052], [0.0180, -2.1176, 1.8054], [1.0649, -2.8039, 0.9243], [3.1537, -2.4873, 1.4387], [2.9274, -3.0149, 3.4996], [1.9573, -3.9098, 3.9420], [1.8138, -4.1763, 5.2980], [2.6421, -3.5539, 6.2196], [3.6398, -2.6928, 5.7838], [3.7858, -2.4294, 4.4297], [3.0959, -0.3550, 1.8473], [2.3675, 0.2041, 2.9125], [2.6396, 1.4955, 3.3677], [3.6343, 2.2468, 2.7612], [4.3263, 1.7286, 1.6763], [4.0565, 0.4416, 1.2263], [0.2905, 0.9728, 0.7169], [-0.6891, 2.0970, 2.2022], [-1.1750, 3.3822, 1.9684], [-1.8050, 4.0712, 2.9942], [-1.9308, 3.4923, 4.2495], [-1.4324, 2.2196, 4.4886], [-0.8135, 1.5180, 3.4653], [1.4858, 2.4348, -0.2653], [1.7094, 3.6158, 0.4254], [2.3861, 4.6448, -0.2207], [2.8424, 4.4728, -1.5176], [2.6146, 3.2789, -2.1911], [1.9397, 2.2436, -1.5630], [-1.5171, -0.5683, 1.6496], [-0.9681, -1.2377, 0.0887], [-0.7868, -2.8108, 2.0740], [0.4481, -1.7966, 2.7554], [0.9305, -2.5059, -0.1207], [0.9675, -3.8896, 0.9427], [1.3188, -4.4292, 3.2372], [1.0634, -4.8799, 5.6328], [2.5209, -3.7524, 7.2756], [4.3127, -2.2354, 6.4963], [4.5823, -1.7700, 4.1028], [1.6800, -0.4140, 3.4792], [2.1091, 1.8848, 4.2275], [3.8787, 3.2298, 3.1395], [5.1018, 2.3143, 1.2008], [4.6646, 0.0310, 0.4282], [-1.0716, 3.8521, 1.0003], [-2.1948, 5.0634, 2.8142], [-2.4201, 4.0362, 5.0455], [-1.5272, 1.7743, 5.4696], [-0.4354, 0.5205, 3.6621], [1.3510, 3.7558, 1.4350], [2.5546, 5.5792, 0.2971], [3.3732, 5.2752, -2.0110], [2.9525, 3.1580, -3.2111], [1.7440, 1.3282, -2.0994], [-2.9213, 2.2990, -0.9083], [-1.5128, 2.1424, -1.4438], [-1.4593, 2.1613, -2.9628], [-0.9356, 0.8921, -0.9221], [-3.3325, 3.2557, -1.2328], [-2.9432, 2.2712, 0.1805], [-3.5591, 1.5077, -1.2944], [-0.8845, 2.9585, -1.0759], [-2.3311, 1.6797, -3.3997], [-0.5591, 1.6659, -3.3386], [-1.4321, 3.1914, -3.3169], [2.3377, -1.4093, -2.4752], [1.2364, -1.0928, -2.3051], [3.2805, -1.6052, -2.7536]],
  "mulliken_charge": [0.25, -0.56, -0.58, -0.52, 0.01, -0.13, -0.66, 0.38, -0.43, 0.92, -0.81, -0.32, -0.74, -0.33, -0.22, 0.41, 0.42, 0.45, 0.48, 0.41, 0.46, 0.46, 0.43, 0.41, -0.93, -0.43, -1.15, 0.80, 0.09, -0.14, -0.56, -0.54, -0.61, -0.45, -0.11, 0.01, -0.08, -0.88, -0.56, -0.65, 1.05, 1.24, -0.47, -0.84, -0.74, -0.74, -0.74, 2.00, -1.10, -0.94, -0.79, -0.67, -0.91, 0.92, 0.49, 0.53, 0.25, -0.16, 0.50, 0.40, 0.42, 0.41, 0.42, 0.43, 0.53, 0.49, 0.45, 0.50, 0.51, 0.51, 0.47, 0.43, 0.49, 0.30, 0.74, 0.49, 0.43, 0.48, 0.04, -1.04, 1.21, -1.66, -0.79, 0.48, 0.24, -0.05, 0.14, 0.36, 0.27, 0.43, -0.06, 0.34, 0.27],
  "lumo_ev": [-6.7, -6.7],
  "charge": 2,
  "spin_multiplicity": 5,
  "e_homo_ev": [-11.87, -12.08],
  "relative_energy_kj_mol": 25.9,
  "gap_ev": [5.22, 5.41]
}

---

{
  "formula": "C42H43N2O6S2",
  "method": "ωB97M-V with the def2-TZVPD basis set",
  "elements": ["C", "C", "C", "C", "C", "S", "O", "C", "C", "C", "C", "C", "C", "C", "S", "C", "N", "N", "C", "O", "H", "H", "H", "H", "H", "H", "H", "H", "H", "H", "H", "H", "H", "H", "H", "H", "H", "H", "H", "H", "H", "H", "H", "H", "H", "H", "H", "C", "C", "C", "C", "C", "C", "C", "O", "C", "C", "C", "C", "C", "C", "C", "O", "H", "H", "H", "H", "H", "H", "H", "H", "C", "C", "C", "C", "C", "C", "C", "O", "C", "C", "C", "C", "C", "C", "C", "O", "H", "H", "H", "H", "H", "H", "H", "H"],
  "positions_angstrom": [[-1.6672, -2.8877, -1.1319], [-1.6652, -2.3227, -2.6287], [-1.1540, -0.8257, -2.6677], [-0.9710, -3.2901, -3.6678], [0.5999, -3.1426, -3.7794], [1.5026, -4.6391, -3.1204], [2.9878, -4.6900, -3.8648], [1.7230, -4.2487, -1.3224], [3.0370, -4.8491, -0.6943], [2.9999, -4.4559, 0.8673], [4.0082, -3.2990, 1.2399], [3.7368, -2.0822, 0.2705], [4.4187, -0.7176, 0.7694], [3.4576, 0.4493, 0.3115], [1.9978, 0.5773, 1.4725], [1.1130, 2.0068, 0.7625], [0.8713, 3.2100, 1.2843], [0.2050, 3.9085, 0.3112], [0.0825, 3.1045, -0.7622], [0.6390, 1.8461, -0.5430], [-0.6261, -3.0273, -0.7300], [-2.2963, -3.8150, -1.0654], [-2.1929, -2.1033, -0.5311], [-2.7519, -2.2891, -2.9156], [-1.9228, -0.0673, -2.3766], [-0.3116, -0.7440, -1.9123], [-0.6854, -0.6464, -3.6705], [-1.1862, -4.3585, -3.3541], [-1.5077, -3.1539, -4.6490], [0.8675, -3.1230, -4.8780], [1.0364, -2.2674, -3.2350], [2.9696, -4.1116, -4.6547], [0.8025, -4.6551, -0.8173], [1.6994, -3.1217, -1.2488], [3.9837, -4.5076, -1.1783], [2.9285, -5.9698, -0.7336], [3.1346, -5.3839, 1.4795], [1.9611, -4.0701, 1.0892], [5.0768, -3.6330, 1.2493], [3.7391, -2.9437, 2.2780], [2.6225, -1.8916, 0.2850], [4.1182, -2.2975, -0.7627], [4.3950, -0.7535, 1.8938], [5.4528, -0.5828, 0.3627], [4.0021, 1.4247, 0.2332], [3.0046, 0.2310, -0.7023], [-0.4130, 3.4152, -1.7053], [-10.9939, -5.1990, 0.8427], [-11.5068, -4.2402, -0.0270], [-10.6479, -3.4074, -0.7290], [-9.2719, -3.5217, -0.5555], [-8.7586, -4.4672, 0.3351], [-9.6235, -5.3124, 1.0244], [-7.2969, -4.5677, 0.5677], [-6.8467, -5.3920, 1.3392], [-6.3904, -3.6363, -0.1533], [-5.0211, -3.6788, 0.0965], [-4.1554, -2.8235, -0.5804], [-4.6719, -1.9250, -1.5184], [-6.0370, -1.8774, -1.7642], [-6.8995, -2.7253, -1.0767], [-8.3615, -2.6383, -1.3245], [-8.8032, -1.8524, -2.1395], [-11.6661, -5.8550, 1.3836], [-12.5783, -4.1447, -0.1582], [-11.0517, -2.6662, -1.4086], [-9.2296, -6.0565, 1.7064], [-4.6240, -4.3786, 0.8239], [-3.0195, -2.8649, -0.3602], [-4.0100, -1.2563, -2.0538], [-6.4297, -1.1741, -2.4897], [3.3205, 4.0629, 2.7352], [2.4719, 4.8901, 3.4662], [2.7455, 6.2448, 3.5740], [3.8764, 6.7784, 2.9605], [4.7390, 5.9454, 2.2487], [4.4510, 4.5885, 2.1289], [5.9743, 6.4887, 1.6303], [6.7246, 5.7617, 1.0059], [6.2821, 7.9309, 1.7943], [7.4645, 8.4455, 1.2700], [7.7548, 9.7952, 1.4067], [6.8606, 10.6390, 2.0600], [5.6836, 10.1299, 2.5889], [5.3953, 8.7738, 2.4663], [4.1501, 8.2335, 3.0670], [3.3704, 8.9680, 3.6411], [3.1014, 3.0063, 2.6440], [1.5953, 4.4759, 3.9497], [2.0793, 6.8856, 4.1396], [5.1120, 3.9399, 1.5655], [8.1628, 7.7940, 0.7578], [8.6785, 10.1927, 1.0022], [7.0851, 11.6946, 2.1599], [4.9929, 10.7896, 3.1007]],
  "mulliken_charge": [-1.40, 1.04, -1.26, -1.38, -0.72, 0.42, -0.43, -0.06, -0.67, -0.79, -0.90, 0.29, -0.87, -0.71, -0.16, 0.15, 0.16, -0.61, 0.03, -0.13, 0.33, 0.64, 0.39, 0.24, 0.35, 0.22, 0.33, 0.42, 0.43, 0.50, 0.44, 0.37, 0.45, -0.11, 0.39, 0.47, 0.40, 0.36, 0.30, 0.40, -0.22, 0.27, 0.32, 0.38, 0.52, 0.36, 0.38, -0.49, -0.49, -0.54, 0.22, 0.17, -0.55, 0.49, -0.67, 0.24, -0.98, -0.02, -0.08, -1.24, 0.16, 0.68, -0.67, 0.40, 0.40, 0.47, 0.46, 0.50, 0.53, 0.17, 0.48, -0.16, -0.66, -0.61, 0.21, 0.19, -0.77, 0.51, -0.68, 0.22, -0.55, -0.47, -0.47, -0.56, 0.16, 0.63, -0.66, 0.62, 0.37, 0.47, 0.49, 0.46, 0.40, 0.40, 0.47],
  "lumo_ev": -3.8,
  "charge": 1,
  "e_homo_ev": -10.76,
  "gap_ev": 6.91
}

---

no.,electronic energy (eV)
1,-96636.6030
2,-81175.8754